No. 1
Density functional theory data (ωB97M-V/def2-TZVPD) for the molecule C22H27N3O5S at a distorted geometry.

```
58
C22H27N3O5S ωB97M-V/def2-TZVPD
C 4.62 1.18 -1.52
H 4.17 1.04 -2.50
H 5.60 1.61 -1.65
H 4.00 1.87 -0.95
C 4.75 -0.16 -0.78
N 3.50 -0.78 -0.41
S 2.96 -0.51 1.13
O 1.84 -1.39 1.34
O 4.08 -0.58 2.01
C 2.32 1.17 1.14
C 1.03 1.36 0.70
C 0.51 2.65 0.62
C 1.32 3.73 0.97
C 2.60 3.52 1.44
C 3.11 2.23 1.52
H 4.11 2.04 1.89
H 3.21 4.36 1.73
H 0.91 4.73 0.88
C -0.88 2.87 0.10
O -1.15 3.77 -0.67
N -1.74 1.92 0.56
C -3.05 1.65 0.17
C -3.81 2.53 -0.60
C -5.11 2.20 -0.93
C -5.67 1.01 -0.50
C -4.91 0.12 0.23
C -3.59 0.41 0.56
C -2.78 -0.52 1.40
O -2.19 -0.10 2.39
N -2.77 -1.82 1.06
C -3.07 -2.35 -0.26
H -3.50 -1.57 -0.89
H -3.77 -3.18 -0.15
C -1.76 -2.86 -0.89
O -1.16 -3.84 -0.08
C -0.83 -3.33 1.19
H -0.41 -4.16 1.76
C -2.08 -2.78 1.90
H -1.80 -2.28 2.83
H -2.77 -3.60 2.11
H -0.07 -2.54 1.11
H -1.97 -3.33 -1.85
H -1.07 -2.01 -1.03
H -5.35 -0.81 0.58
H -6.70 0.78 -0.74
H -5.69 2.90 -1.52
H -3.37 3.46 -0.91
H -1.41 1.31 1.31
H 0.45 0.49 0.41
C 2.51 -1.04 -1.43
C 3.00 -2.03 -2.48
H 2.18 -2.31 -3.13
H 3.39 -2.92 -2.00
H 3.79 -1.59 -3.09
H 2.17 -0.11 -1.91
H 1.67 -1.49 -0.89
H 5.32 -0.86 -1.40
H 5.29 -0.02 0.16
```

Results
highest occupied orbital energy: -0.323 Eh
HOMO-LUMO gap: 0.333 hartree
energy relative to the best compared isomer or geometry (same formula, charge and spin): 134.3 kJ/mol
LUMO level: 0.29 eV

Löwdin atomic charge list, values in e, 5 entries: -0.06, 0.07, 0.08, 0.06, -0.24

No. 2
Density functional theory data (ωB97M-V/def2-TZVPD) for the molecule C22H27N3O7S at a distorted geometry.

```
60
C22H27N3O7S ωB97M-V/def2-TZVPD
C 6.75 1.74 -0.58
H 7.82 1.79 -0.41
O 6.22 1.04 0.52
C 4.89 0.77 0.56
C 4.45 0.02 1.64
C 3.12 -0.33 1.75
C 2.21 0.09 0.80
C 2.63 0.90 -0.26
C 3.98 1.22 -0.39
H 4.30 1.82 -1.23
O 1.65 1.37 -1.08
C 1.97 1.64 -2.42
H 2.54 0.82 -2.86
H 2.53 2.58 -2.51
H 1.02 1.74 -2.94
N 0.84 -0.30 0.86
S 0.28 -1.00 -0.56
O 1.37 -1.33 -1.44
O -0.80 -0.21 -1.10
C -0.44 -2.64 -0.23
C -1.79 -2.82 -0.47
C -2.36 -4.08 -0.42
C -1.57 -5.19 -0.17
C -0.21 -5.03 0.02
C 0.34 -3.75 0.00
N 1.76 -3.65 0.22
O 2.15 -2.73 0.90
O 2.46 -4.52 -0.25
H 0.43 -5.88 0.20
H -2.01 -6.17 -0.13
H -3.42 -4.19 -0.59
H -2.39 -1.95 -0.70
C -0.04 0.73 1.36
H 0.31 1.04 2.34
C -1.44 0.13 1.47
O -1.57 -1.08 1.59
N -2.49 0.97 1.44
C -2.40 2.41 1.31
H -1.43 2.74 1.67
H -3.16 2.84 1.98
C -2.65 2.89 -0.12
C -4.14 2.90 -0.48
C -4.71 1.55 -0.94
H -5.78 1.55 -0.72
C -4.07 0.31 -0.32
H -4.72 -0.54 -0.52
C -3.80 0.40 1.19
H -4.56 1.00 1.69
H -3.79 -0.60 1.62
H -3.11 0.12 -0.81
H -4.60 1.47 -2.02
H -4.70 3.26 0.39
H -4.31 3.63 -1.28
H -2.27 3.91 -0.20
H -2.09 2.27 -0.82
H -0.04 1.58 0.67
H 2.77 -0.95 2.56
H 5.17 -0.31 2.37
H 6.55 1.23 -1.52
H 6.34 2.76 -0.63
```

Results
highest occupied orbital energy: -0.301 Eh
HOMO-LUMO gap: 0.299 hartree
energy relative to the best compared isomer or geometry (same formula, charge and spin): 555.1 kJ/mol
LUMO level: -0.06 eV

Löwdin atomic charge list, values in e, 5 entries: -0.09, 0.09, -0.08, -0.26, 0.01

No. 3
Density functional theory data (ωB97M-V/def2-TZVPD) for the molecule C22H27N3S.

```
53
C22H27N3S ωB97M-V/def2-TZVPD
C 4.13 -1.37 -2.37
H 4.52 -0.72 -3.14
H 4.96 -1.76 -1.78
H 3.63 -2.21 -2.85
C 3.16 -0.61 -1.47
C 2.00 -0.07 -2.26
C 2.08 1.18 -2.86
C 1.03 1.67 -3.62
C -0.10 0.90 -3.80
C -0.22 -0.36 -3.22
C 0.84 -0.84 -2.44
N 0.75 -2.12 -1.86
C -0.14 -2.51 -0.91
N -0.98 -1.58 -0.43
H -0.74 -0.60 -0.59
C -1.85 -1.83 0.69
H -1.26 -2.09 1.58
C -2.70 -0.59 0.97
C -1.83 0.59 1.27
C -1.50 1.63 0.44
N -0.62 2.46 1.09
C -0.37 1.97 2.34
C 0.44 2.46 3.37
C 0.48 1.73 4.54
C -0.25 0.55 4.71
C -1.05 0.07 3.69
C -1.11 0.78 2.49
H -1.62 -0.83 3.82
C -0.15 -0.18 6.02
H -0.76 -1.08 6.01
H -0.49 0.46 6.84
H 0.88 -0.47 6.22
H 1.10 2.08 5.35
H 1.00 3.37 3.25
H -0.24 3.31 0.71
C -1.95 1.97 -0.94
H -2.42 2.95 -0.95
H -2.66 1.24 -1.30
H -1.10 1.99 -1.62
H -3.34 -0.38 0.10
H -3.35 -0.80 1.82
H -2.48 -2.70 0.45
S -0.15 -4.08 -0.40
H 1.47 -2.79 -2.07
C -1.44 -1.19 -3.46
H -1.18 -2.24 -3.54
H -1.94 -0.88 -4.38
H -2.15 -1.09 -2.64
H -0.91 1.28 -4.41
H 1.11 2.64 -4.07
H 2.97 1.77 -2.72
H 2.79 -1.27 -0.67
H 3.69 0.22 -1.00
```

Results
highest occupied orbital energy: -0.286 Eh
HOMO-LUMO gap: 0.307 hartree
energy relative to the best compared isomer or geometry (same formula, charge and spin): 0.0 kJ/mol
LUMO level: 0.58 eV

Löwdin atomic charge list, values in e, 5 entries: -0.08, 0.08, 0.07, 0.07, -0.20

No. 4
Density functional theory data (ωB97M-V/def2-TZVPD) for a cluster of 2 separate species, C22H27N5O3 in total at a distorted geometry.

```
57
C22H27N5O3 ωB97M-V/def2-TZVPD
O 1.08 2.08 -1.08
O -2.03 0.80 -4.24
N -0.95 -1.26 4.08
O 2.18 0.49 0.85
C 0.73 1.67 -2.19
C -1.03 0.19 -4.61
C -0.83 -0.25 3.25
C -4.24 -3.06 4.21
C 4.90 2.41 2.36
C -4.90 -2.29 3.24
C 4.65 2.22 3.72
C -2.91 -2.77 4.54
C 4.06 1.82 1.41
C -4.24 -1.24 2.60
C 3.57 1.43 4.13
C -2.26 -1.71 3.90
C 2.99 1.03 1.81
C -2.92 -0.96 2.94
C 2.73 0.82 3.18
N -1.98 -0.03 2.54
N -0.81 -0.12 -5.89
N 0.33 0.48 3.11
N 0.09 0.50 -2.36
C 1.07 2.50 -3.41
C -1.74 0.20 -6.98
C 1.59 -0.06 3.63
C -0.34 -0.34 -1.25
C 0.08 -1.74 -1.67
C -0.26 -1.73 -3.16
C 0.02 -0.29 -3.60
H 2.00 1.16 0.15
H -4.75 -3.88 4.70
H 5.73 3.03 2.04
H -5.93 -2.52 2.98
H 5.29 2.69 4.46
H -2.37 -3.34 5.28
H 4.25 1.97 0.35
H -4.75 -0.64 1.84
H 3.39 1.28 5.19
H -2.13 0.72 1.87
H 0.03 -0.63 -6.11
H 0.42 0.99 2.23
H 0.16 2.72 -3.96
H 1.52 3.44 -3.09
H 1.78 1.96 -4.04
H -1.30 -0.09 -7.94
H -1.94 1.27 -6.99
H -2.68 -0.34 -6.83
H 1.55 -0.10 4.73
H 1.75 -1.08 3.26
H -1.43 -0.29 -1.16
H 0.12 -0.07 -0.31
H 1.15 -1.87 -1.52
H -0.48 -2.51 -1.13
H -1.32 -1.96 -3.28
H 0.34 -2.45 -3.71
H 1.00 -0.27 -4.07
```

Results
highest occupied orbital energy: -0.277 Eh
HOMO-LUMO gap: 0.287 hartree
energy relative to the best compared isomer or geometry (same formula, charge and spin): 22.7 kJ/mol
LUMO level: 0.29 eV

Löwdin atomic charge list, values in e, 5 entries: 0.02, 0.06, 0.16, 0.00, -0.45

No. 5
Density functional theory data (ωB97M-V/def2-TZVPD) for a structure of composition C22H28BBr4GaO4P2.

```
62
C22H28BBr4GaO4P2 ωB97M-V/def2-TZVPD
Ga 0.06 -0.52 -0.37
Br 6.65 -0.16 1.24
C 4.97 -0.78 0.65
C 4.80 -2.10 0.25
Br 6.24 -3.32 0.32
C 3.54 -2.53 -0.19
Br 3.21 -4.30 -0.75
C 2.46 -1.66 -0.24
O 1.24 -2.01 -0.65
C 2.64 -0.32 0.17
O 1.58 0.49 0.12
C 3.89 0.11 0.60
Br 4.03 1.93 1.10
C -1.82 3.75 -0.18
P -0.46 2.52 -0.12
C 0.55 3.14 1.27
C 0.54 3.04 -1.58
C 1.10 4.31 -1.64
C 1.91 4.69 -2.71
C 2.17 3.79 -3.73
C 1.61 2.52 -3.68
C 0.79 2.13 -2.63
P 0.10 0.44 -2.61
C 1.21 -0.53 -3.67
C -1.45 0.56 -3.57
H -1.44 4.77 -0.21
H -2.44 3.63 0.72
H -2.45 3.57 -1.05
H 0.66 4.22 1.25
H 1.53 2.66 1.22
H 0.07 2.85 2.21
H 0.92 5.02 -0.84
H 2.34 5.68 -2.73
H 2.81 4.07 -4.55
H 1.83 1.83 -4.49
H 2.22 -0.45 -3.29
H 1.17 -0.22 -4.71
H 0.91 -1.58 -3.59
H -1.26 1.04 -4.53
H -2.18 1.14 -3.01
H -1.85 -0.44 -3.73
C -2.81 -4.25 1.95
C -2.85 -2.74 1.81
C -4.28 -2.26 1.63
O -2.12 -2.38 0.59
B -1.40 -1.25 0.87
O -1.49 -0.85 2.18
C -2.07 -1.97 2.92
C -2.93 -1.43 4.04
C -0.89 -2.76 3.48
H -3.41 -4.71 1.15
H -3.24 -4.55 2.91
H -1.79 -4.63 1.87
H -4.67 -2.68 0.70
H -4.32 -1.17 1.55
H -4.91 -2.59 2.45
H -3.70 -0.75 3.66
H -2.30 -0.88 4.74
H -3.41 -2.26 4.57
H -0.27 -3.15 2.68
H -1.23 -3.59 4.11
H -0.28 -2.09 4.09
```

Results
highest occupied orbital energy: -0.268 Eh
HOMO-LUMO gap: 0.277 hartree
LUMO level: 0.26 eV

Löwdin atomic charge list, values in e, 5 entries: 0.47, 0.70, -0.76, -0.76, 0.70

No. 6
Density functional theory data (ωB97M-V/def2-TZVPD) for a structure of composition C22H28BF9N6OV at a distorted geometry.

```
68
C22H28BF9N6OV ωB97M-V/def2-TZVPD
V 0.08 0.09 -0.07
C 4.54 -2.24 0.51
C 3.44 -1.35 -0.08
C 2.23 -2.20 -0.47
C 3.08 -0.26 0.88
C 3.90 0.34 1.86
C 3.07 1.23 2.51
N 1.86 1.19 1.95
N 1.86 0.27 0.93
B 0.50 1.64 2.51
N -0.31 2.51 1.50
C -0.99 3.64 1.70
C -1.95 3.76 0.71
C -1.81 2.60 -0.07
N -0.80 1.86 0.40
C -2.65 2.10 -1.21
C -4.05 2.72 -1.14
C -2.75 0.57 -1.21
N -0.37 0.34 2.79
C -0.94 -0.07 3.92
C -1.69 -1.20 3.66
C -1.53 -1.43 2.29
N -0.72 -0.50 1.77
C -2.15 -2.49 1.42
C -1.10 -3.39 0.78
C -3.18 -3.31 2.20
H 4.72 -3.09 -0.14
H 4.24 -2.62 1.49
H 5.48 -1.70 0.63
H 3.84 -0.89 -0.98
H 1.92 -2.83 0.38
H 2.46 -2.85 -1.31
H 1.37 -1.61 -0.79
H 4.93 0.13 2.07
H 3.24 1.87 3.36
H 0.65 2.25 3.54
H -0.77 4.26 2.54
H -2.66 4.55 0.59
H -2.19 2.41 -2.14
H -4.52 2.51 -0.18
H -4.68 2.30 -1.93
H -4.02 3.80 -1.28
H -3.27 0.22 -0.31
H -1.78 0.06 -1.26
H -3.28 0.22 -2.09
H -0.78 0.48 4.83
H -2.28 -1.77 4.36
H -2.68 -1.96 0.62
H -0.42 -3.79 1.54
H -0.50 -2.85 0.05
H -1.57 -4.22 0.26
H -2.70 -3.87 3.01
H -3.65 -4.03 1.53
H -3.96 -2.69 2.63
F 0.51 -1.68 -3.93
C 0.23 -0.41 -4.21
F -1.09 -0.29 -4.14
F 0.61 -0.17 -5.47
C 0.95 0.58 -3.22
O 0.56 0.34 -1.97
C 2.51 0.38 -3.32
F 2.83 -0.90 -3.12
F 3.03 0.74 -4.50
F 3.11 1.10 -2.37
C 0.60 2.06 -3.62
F -0.72 2.23 -3.72
F 1.13 2.45 -4.78
F 1.04 2.88 -2.67
```

Results
highest occupied orbital energy (spin up / spin down): -0.262 / -0.243 Eh
HOMO-LUMO gap (spin up / spin down): 0.284 / 0.264 hartree
2S+1: 2
energy relative to the best compared isomer or geometry (same formula, charge and spin): 22.6 kJ/mol
expectation value of S²: 0.759
LUMO level (spin up / spin down): 0.58 / 0.58 eV

Löwdin atomic charge list, values in e, 5 entries: 0.83, -0.07, -0.35, -0.06, -0.23

No. 7
Density functional theory data (ωB97M-V/def2-TZVPD) for a structure of composition C22H28BaF9N7O6 at a distorted geometry.

```
73
C22H28BaF9N7O6 ωB97M-V/def2-TZVPD
Ba -0.90 -0.25 -0.10
N -0.64 -2.76 1.38
C 0.71 -3.22 1.68
C 1.77 -2.63 0.74
N 1.69 -1.19 0.55
C 2.33 -0.31 1.53
C 1.44 0.09 2.71
N 0.27 0.86 2.29
H -1.29 -3.02 2.10
H -1.00 -3.19 0.53
H 0.81 -4.32 1.63
H 0.93 -2.94 2.71
H 1.66 -3.09 -0.24
H 2.76 -2.93 1.13
H 2.00 -0.95 -0.39
H 2.63 0.60 1.01
H 3.24 -0.78 1.93
H 2.06 0.65 3.42
H 1.11 -0.81 3.24
H 0.60 1.72 1.84
H -0.27 1.16 3.09
C 0.07 -4.12 -2.66
C 0.23 -2.73 -3.15
N 0.21 -1.66 -2.38
C 0.43 -0.59 -3.24
C 0.56 -1.06 -4.53
N 0.43 -2.42 -4.44
C 0.81 -0.53 -5.90
O 0.93 0.77 -6.07
O 0.91 -1.33 -6.81
C 0.54 0.83 -2.77
O 0.64 1.73 -3.60
O 0.51 0.99 -1.52
H -0.30 -4.08 -1.64
H 1.02 -4.65 -2.67
H -0.64 -4.69 -3.25
H 0.49 -3.03 -5.25
H 0.84 1.25 -5.18
C 1.54 4.40 -1.12
C 0.87 4.02 0.16
O 1.44 3.34 1.00
N -0.38 4.49 0.33
C -1.21 4.11 1.45
C -2.53 3.55 0.99
C -3.70 4.27 1.18
C -4.88 3.79 0.65
C -4.85 2.61 -0.07
C -3.63 1.95 -0.20
N -2.50 2.39 0.33
H 1.51 3.54 -1.78
H 2.57 4.64 -0.88
H 1.07 5.24 -1.62
H -0.80 4.96 -0.46
H -1.40 4.98 2.10
H -0.64 3.38 2.04
H -3.67 5.20 1.73
H -5.81 4.33 0.79
H -5.72 2.19 -0.53
H -3.59 1.02 -0.73
F -2.75 -3.88 -0.78
C -3.62 -3.27 -1.60
F -3.02 -3.19 -2.79
F -4.66 -4.10 -1.73
C -3.98 -1.87 -1.09
O -2.84 -1.25 -0.76
C -4.88 -1.96 0.15
F -6.12 -2.39 -0.15
F -4.37 -2.82 1.04
F -5.00 -0.79 0.77
C -4.70 -1.10 -2.22
F -5.55 -0.17 -1.72
F -3.84 -0.44 -2.99
F -5.43 -1.90 -3.01
```

Results
highest occupied orbital energy: -0.337 Eh
HOMO-LUMO gap: 0.339 hartree
energy relative to the best compared isomer or geometry (same formula, charge and spin): 59.4 kJ/mol
LUMO level: 0.06 eV

Löwdin atomic charge list, values in e, 5 entries: 2.03, -0.06, -0.26, -0.22, -0.17

No. 8
Density functional theory data (ωB97M-V/def2-TZVPD) for the molecule C22H28Br2F3NO3 at a distorted geometry.

```
59
C22H28Br2F3NO3 ωB97M-V/def2-TZVPD
C 6.85 0.28 1.65
C 5.88 -0.09 0.35
C 5.16 1.31 -0.20
C 4.15 1.05 -1.49
C 2.55 0.90 -1.03
C 1.58 2.04 -1.74
C 0.64 1.40 -2.97
C -0.55 0.55 -2.19
C -1.85 1.28 -1.45
C -3.03 0.44 -0.62
C -4.29 1.23 0.08
C -3.89 2.59 0.90
C -2.42 2.52 1.66
O -4.00 3.84 0.11
C -2.85 -1.22 -0.57
C -3.91 -2.19 0.22
C -3.19 -3.04 1.42
C -3.01 -2.23 2.84
F -4.12 -1.24 3.07
Br -3.27 -3.63 4.30
C -1.52 -1.60 3.09
F -0.89 -0.99 1.90
F -0.62 -2.70 3.55
Br -1.70 -0.12 4.48
C -1.57 -1.87 -1.36
C -0.38 -1.08 -2.17
C 0.76 -2.09 -2.78
O 1.97 -1.86 -3.30
N 0.11 -3.45 -2.57
C -1.07 -3.41 -1.59
O -1.51 -4.59 -1.14
H 6.23 0.74 2.54
H 7.45 -0.68 2.01
H 7.69 1.06 1.33
H 6.61 -0.50 -0.50
H 5.06 -0.89 0.66
H 6.03 2.00 -0.59
H 4.56 1.84 0.68
H 4.51 0.12 -2.13
H 4.25 2.01 -2.17
H 2.57 1.00 0.15
H 2.15 -0.20 -1.24
H 2.15 2.98 -2.13
H 0.84 2.40 -0.87
H 1.27 0.65 -3.65
H 0.08 2.23 -3.59
H -1.89 2.46 -1.54
H -5.03 1.54 -0.79
H -4.92 0.56 0.82
H -4.69 2.69 1.78
H -2.57 3.08 2.70
H -2.03 1.43 1.85
H -1.65 3.20 1.06
H -4.18 4.59 0.78
H -4.86 -1.62 0.65
H -4.35 -2.94 -0.60
H -3.91 -3.97 1.66
H -2.15 -3.51 1.15
H 0.77 -4.26 -2.46
```

Results
highest occupied orbital energy: -0.325 Eh
HOMO-LUMO gap: 0.272 hartree
LUMO level: -1.46 eV

Löwdin atomic charge list, values in e, 5 entries: -0.17, -0.26, -0.23, -0.21, -0.19